Entry 1:
DFT (ωB97M-V/def2-TZVPD) results for a molecular structure, C30H37BrN2O6PRbS2.

Summary:
charge	-2
frontier orbital gap	5.44	eV
energy	-5462.29071	hartree
spin multiplicity	1
relative energy (zero: lowest compared OMol25 entry of this formula, charge and spin)	6.5	kJ/mol
maximum force	0.7	eV Å⁻¹

```
80
C30H37BrN2O6PRbS2 ωB97M-V/def2-TZVPD
Rb 0.687 0.139 0.287
Br -1.774 1.795 -2.578
S -1.755 0.557 3.144
S -0.775 -4.579 3.552
P 0.047 3.605 0.511
O 1.950 1.499 2.335
O 3.241 1.123 -0.592
O -1.696 -0.263 4.384
O 2.818 -0.381 3.196
O 2.522 -1.843 0.530
O 4.467 -2.782 1.121
N 0.628 -2.322 3.316
N 1.116 -3.937 1.797
C -0.347 -3.447 -3.003
C 0.061 -2.327 -2.247
C -0.532 -1.068 -2.320
C -3.030 -2.586 0.986
C 1.018 4.918 -0.349
C -3.462 -2.018 -0.208
C -3.121 -1.982 -4.971
C -2.921 0.166 0.669
C 3.761 -1.812 0.809
C -2.513 -0.425 1.858
C -3.337 0.345 -4.408
C -1.384 -3.355 -3.893
C 3.900 1.842 0.463
C -1.624 4.386 0.363
C -3.416 -0.634 -0.346
C 5.472 1.011 -1.136
C -1.596 -1.001 -3.280
C 5.256 2.204 -0.174
C -2.042 -2.116 -4.062
C 4.267 0.134 -0.771
C 2.826 0.600 2.430
C 0.394 -3.553 2.846
C -2.569 -1.798 2.029
C 4.078 0.761 1.528
C -3.151 1.683 3.407
C 0.407 4.050 2.252
C -2.297 0.212 -3.532
C -3.895 -2.889 -1.354
C -3.759 -0.788 -5.140
C 4.485 -0.458 0.640
H -3.030 -3.416 -1.763
H 0.945 -4.859 1.444
H -0.219 3.441 2.907
H -1.714 -4.213 -4.471
H -2.846 2.424 4.143
H 2.081 4.706 -0.228
H -1.973 4.322 -0.669
H -3.436 -2.854 -5.536
H 5.407 1.329 -2.178
H 3.958 -0.585 -1.526
H -3.823 1.301 -4.541
H -4.625 -3.633 -1.027
H -3.015 -3.663 1.105
H 4.894 1.002 2.215
H -2.323 3.824 0.987
H 1.432 3.763 2.479
H -3.722 -0.181 -1.280
H -2.215 -2.253 2.947
H -3.422 2.166 2.470
H 0.898 -2.475 -1.565
H 6.042 2.286 0.579
H -4.586 -0.696 -5.835
H -3.973 1.076 3.786
H 5.542 -0.684 0.782
H 0.163 -4.399 -2.874
H 6.421 0.498 -0.985
H 5.200 3.151 -0.714
H 0.226 5.112 2.445
H -2.826 1.234 0.502
H 0.797 5.909 0.058
H 3.283 2.676 0.783
H 1.726 -3.283 1.278
H -4.326 -2.298 -2.163
H 0.055 -1.967 4.064
H 1.430 -1.762 3.022
H 0.790 4.904 -1.416
H -1.621 5.431 0.685
```

Löwdin atomic charge list, values in e, 2 entries: atom 1 (Rb): 0.75, atom 2 (Br): 0.73

Entry 2:
DFT (ωB97M-V/def2-TZVPD) results for a molecular structure, C30H37BrN5O2PS2Sc.

Summary:
charge	+1
frontier orbital gap	7.09	eV
energy	-6062.02651	hartree
spin multiplicity	1
relative energy (zero: lowest compared OMol25 entry of this formula, charge and spin)	65.5	kJ/mol
maximum force	0.7	eV Å⁻¹

```
79
C30H37BrN5O2PS2Sc ωB97M-V/def2-TZVPD
Br -0.516 -0.700 -2.540
Sc -0.671 -0.849 0.375
S -3.078 -1.524 -0.126
S -5.405 -1.499 1.597
P -1.597 1.900 -0.430
O 3.653 -3.499 2.502
O -0.118 -2.390 1.354
N 1.415 -1.728 -0.543
N -1.813 -0.254 2.195
N 0.751 0.395 1.694
N 1.917 -2.595 0.334
N -3.114 -0.554 2.441
C 1.068 1.028 3.985
C 0.564 -6.234 2.863
C 2.040 -1.428 -1.624
C 2.845 1.293 2.414
C -0.526 2.879 -1.575
C -5.730 -0.988 3.295
C 1.184 -2.696 1.614
C 2.576 1.875 -6.791
C -0.987 3.605 1.774
C 2.004 0.772 1.446
C 1.726 0.730 -4.828
C -3.709 3.022 -2.030
C -3.727 -1.104 1.426
C 1.386 -4.073 2.203
C 0.226 1.903 -6.314
C -1.109 0.155 3.186
C 2.649 -4.427 2.666
C -3.156 1.749 -1.398
C 0.282 0.527 2.952
C 2.790 1.116 -5.655
C 1.822 -6.569 3.337
C 2.368 1.417 3.710
C 0.435 1.142 -5.178
C 1.395 -0.666 -2.676
C -2.094 3.150 0.829
C 2.081 -0.065 -3.659
C 0.967 2.773 -1.278
C 2.872 -5.668 3.239
C 1.290 2.272 -7.124
C 0.349 -4.986 2.297
H 3.044 -1.798 -1.826
H -1.520 0.215 4.190
H 1.540 3.416 -1.947
H -0.685 2.810 2.451
H 1.115 2.865 -8.011
H -0.627 -4.696 1.935
H 3.860 -5.931 3.600
H -1.329 4.443 2.382
H -4.623 2.796 -2.579
H 2.999 1.813 4.494
H 3.797 0.809 -5.401
H 2.346 0.648 0.426
H -0.416 0.873 -4.576
H 4.464 -3.837 2.897
H -3.959 3.775 -1.285
H 1.622 -1.960 2.315
H 3.851 1.586 2.153
H -2.496 4.017 0.299
H -2.970 0.995 -2.169
H -3.004 3.464 -2.735
H 1.203 3.064 -0.254
H 3.412 2.156 -7.416
H -3.890 1.292 -0.729
H 1.318 1.750 -1.427
H -0.780 2.209 -6.571
H -5.653 0.090 3.405
H -0.722 2.500 -2.582
H -5.041 -1.481 3.975
H -0.250 -6.942 2.938
H -0.104 3.939 1.231
H -6.748 -1.309 3.503
H 3.155 -0.200 -3.554
H -0.850 3.923 -1.571
H 0.655 1.113 4.980
H 1.995 -7.539 3.783
H 2.912 -2.786 0.324
H -2.925 2.712 1.392
```

Löwdin atomic charge list, values in e, 2 entries: atom 1 (Br): 0.93, atom 2 (Sc): 0.57

Entry 3:
DFT (ωB97M-V/def2-TZVPD) results for 2 unconnected molecules or ions with the total composition C30H37N2O2 at a distorted geometry.

Summary:
charge	+1
frontier orbital gap	4.76	eV
energy	-1425.11255	hartree
spin multiplicity	1
relative energy (zero: lowest compared OMol25 entry of this formula, charge and spin)	0.0	kJ/mol
maximum force	2.1	eV Å⁻¹

```
71
C30H37N2O2 ωB97M-V/def2-TZVPD
O -3.822 -1.850 1.410
O -2.171 -0.683 0.347
N 4.978 -2.121 2.992
N -3.943 0.573 -1.410
C 4.884 -0.938 -0.438
C 3.915 -0.466 -1.389
C 3.273 1.225 -3.004
C 1.204 -0.522 2.281
C 2.653 -1.069 -1.580
C -2.599 2.173 -0.222
C 6.979 -2.276 1.464
C -2.796 -2.259 2.258
C 1.430 -1.018 3.565
C 2.187 -0.594 1.326
C -3.334 4.586 0.066
C 3.645 -1.667 2.940
C 0.974 1.287 -4.002
C 4.629 -1.384 0.877
C 5.573 -1.940 1.770
C -4.866 -1.078 -2.939
C -4.715 -1.729 -1.548
C 3.411 -1.194 1.639
C 2.012 0.647 -3.142
C -4.877 2.856 -0.945
C 2.640 -1.578 3.907
C -4.361 -0.591 -0.573
C 4.209 0.670 -2.168
C -2.307 3.494 0.417
C -4.758 4.017 0.053
C 1.728 -0.521 -2.437
C -3.328 -1.027 0.440
C 5.638 -2.645 4.191
C -3.752 1.868 -0.839
C -4.585 0.417 -2.740
H 7.230 -2.042 0.430
H -5.490 4.805 -0.170
H -3.104 5.001 -0.923
H -4.156 -1.514 -3.651
H -3.912 -2.475 -1.537
H 5.918 -0.797 -0.705
H 5.981 -3.663 4.023
H -5.630 -2.246 -1.238
H 3.500 2.132 -3.542
H -1.297 3.827 0.145
H -2.287 3.362 1.505
H 0.115 1.604 -3.407
H 2.022 -0.177 0.352
H -2.402 -1.396 2.798
H 0.646 -0.947 4.299
H 0.766 -0.989 -2.573
H 5.175 1.128 -2.058
H -5.512 0.998 -2.747
H -3.939 0.833 -3.519
H 7.168 -3.338 1.616
H 0.252 -0.084 2.031
H -4.901 3.249 -1.967
H -5.827 2.326 -0.801
H -1.840 1.409 -0.186
H 4.964 -2.651 5.043
H 2.821 -1.938 4.903
H -5.866 -1.244 -3.358
H -3.264 5.428 0.771
H 2.416 -1.966 -1.036
H 6.502 -2.034 4.446
H 1.367 2.172 -4.509
H -5.253 -0.268 -0.020
H -1.999 -2.703 1.657
H -5.010 3.658 1.058
H -3.182 -2.998 2.963
H 0.616 0.596 -4.767
H 7.662 -1.721 2.105
```

Löwdin atomic charge list, values in e, 2 entries: atom 1 (O): -0.02, atom 2 (O): 0.08